Record 1
Formula: C5H8O
Source: the Open Molecules 2025 dataset
Level of theory: the ωB97M-V functional and the def2-TZVPD basis

The structure (SMILES) is C=CCC(C)=O. For the HOMO-LUMO gap, the calculation gives 10.4 eV. The value obtained for the total energy is -7361.3679 eV.

Geometry as ORCA input:
```
! wB97M-V def2-TZVPD RIJCOSX def2/J DEFGRID3
* xyz 0 1
C -0.03 0.37 -1.95
C 0.25 -0.65 -0.86
O 1.26 -1.31 -0.86
C 0.75 0.37 2.03
C -0.35 0.39 1.27
C -0.72 -0.73 0.31
H 0.57 0.12 -2.83
H -1.09 0.42 -2.22
H 0.28 1.36 -1.60
H -0.59 -1.71 0.77
H 1.41 -0.49 2.05
H 1.03 1.23 2.63
H -0.98 1.27 1.26
H -1.77 -0.62 -0.01
*
```

Here are the Mulliken charges for atoms 1 to 8, given in e: number 1, C, carries -1.1297; number 2, C, carries 0.7562; number 3, O, carries -0.5476; number 4, C, carries -0.6780; number 5, C, carries -0.1647; number 6, C, carries -0.6521; number 7, H, carries 0.3335; number 8, H, carries 0.3379

---

Record 2
Formula: C6H13P
Source: the Open Molecules 2025 dataset
Level of theory: the ωB97M-V functional and the def2-TZVPD basis

The structure (SMILES) is CC(C)P1C[C@H]1C. For the HOMO-LUMO gap, the calculation gives 9.6 eV. The value obtained for the total energy is -15719.1376 eV.

Geometry as ORCA input:
```
! wB97M-V def2-TZVPD RIJCOSX def2/J DEFGRID3
* xyz 0 1
C -0.68 1.58 -0.48
C 0.28 0.82 -1.43
C 1.15 1.71 -2.28
C -1.29 -0.88 2.00
C 0.79 -2.06 1.12
C -0.27 -1.08 0.93
P 0.71 0.69 0.35
H -0.74 2.65 -0.62
H -1.67 1.25 -0.24
H -0.33 0.10 -2.06
H 2.09 1.86 -1.87
H 0.69 2.83 -2.33
H 1.31 1.30 -3.25
H -2.12 -1.30 1.60
H -0.98 -1.49 2.87
H -1.45 0.17 2.27
H 0.37 -2.98 0.82
H 1.14 -2.17 2.17
H 1.80 -1.90 0.52
H -0.79 -1.11 -0.10
*
```

Here are the Mulliken charges for atoms 1 to 8, given in e: number 1, C, carries -0.7586; number 2, C, carries 0.2700; number 3, C, carries -1.2351; number 4, C, carries -1.3290; number 5, C, carries -1.3482; number 6, C, carries 0.4367; number 7, P, carries -0.1550; number 8, H, carries 0.3441

---

Record 3
Formula: C3H5NO2
Source: the Open Molecules 2025 dataset
Level of theory: the ωB97M-V functional and the def2-TZVPD basis

The structure (SMILES) is [H]/N=C/OCC=O. For the HOMO-LUMO gap, the calculation gives 10.6 eV. The value obtained for the total energy is -8775.6884 eV.

Geometry as ORCA input:
```
! wB97M-V def2-TZVPD RIJCOSX def2/J DEFGRID3
* xyz 0 1
N -0.74 1.47 -0.89
C -0.19 0.38 -1.23
O 0.95 -0.09 -0.63
C 0.93 -0.08 0.78
C -0.26 -0.95 1.16
O -1.17 -1.16 0.39
H -1.50 1.68 -1.54
H -0.48 -0.30 -2.03
H 0.83 0.94 1.21
H 1.86 -0.51 1.17
H -0.26 -1.47 2.13
*
```

Here are the Mulliken charges for atoms 1 to 8, given in e: number 1, N, carries -0.6685; number 2, C, carries 0.2440; number 3, O, carries -0.3935; number 4, C, carries -0.4722; number 5, C, carries 0.1482; number 6, O, carries -0.4381; number 7, H, carries 0.2420; number 8, H, carries 0.3778

---

Record 4
Formula: C20H21N2O7PRhS4
Source: the Open Molecules 2025 dataset
Level of theory: the ωB97M-V functional and the def2-TZVPD basis

For the HOMO-LUMO gap (spin up / spin down), the calculation gives 7.2 / 7.2 eV. The value obtained for the total energy is -94038.7250 eV.

Geometry as ORCA input:
```
! wB97M-V def2-TZVPD RIJCOSX def2/J DEFGRID3
* xyz -1 1
Rh -0.03 -1.59 0.69
O -1.71 -3.45 -4.80
C -1.40 -3.13 -3.51
C -2.28 -2.41 -2.70
C -1.86 -2.12 -1.43
N -0.66 -2.48 -1.01
C 0.12 -3.30 -1.70
C -0.20 -3.63 -3.00
C 1.21 -3.95 -0.83
O 1.97 -4.75 -1.35
O 1.13 -3.60 0.40
C -2.71 -1.63 -0.27
O -3.91 -1.45 -0.40
O -2.05 -1.58 0.85
H -2.58 -3.08 -5.01
H -3.27 -2.10 -3.02
H 0.43 -4.29 -3.56
S 0.83 -1.18 2.90
C 2.22 -1.15 1.93
N 1.99 -1.22 0.66
C 3.13 -1.28 -0.12
C 3.19 -1.41 -1.50
C 4.43 -1.45 -2.10
C 5.60 -1.36 -1.34
C 5.55 -1.23 0.03
C 4.30 -1.20 0.64
S 3.91 -1.09 2.35
H 2.27 -1.48 -2.07
H 4.50 -1.56 -3.17
H 6.56 -1.38 -1.84
H 6.45 -1.17 0.62
C -0.28 4.64 -0.60
C -0.43 4.11 0.81
C 0.90 3.66 1.40
O -1.43 3.09 0.93
P -1.75 1.78 0.04
S -2.27 2.11 -1.79
S -0.02 0.64 0.14
O -2.95 1.19 0.86
C -3.24 1.14 2.27
C -2.01 0.97 3.13
C -4.05 2.38 2.64
H 0.33 5.55 -0.57
H -1.25 4.89 -1.03
H 0.20 3.92 -1.26
H -0.83 4.90 1.44
H 1.41 2.97 0.73
H 0.75 3.16 2.35
H 1.54 4.53 1.55
H -3.87 0.25 2.35
H -1.30 1.78 2.98
H -1.52 0.03 2.91
H -2.31 0.97 4.18
H -3.43 3.27 2.60
H -4.45 2.26 3.65
H -4.88 2.50 1.94
*
```

Here are the Mulliken charges for atoms 1 to 8, given in e: number 1, Rh, carries 0.3696; number 2, O, carries -0.5451; number 3, C, carries 1.1936; number 4, C, carries -0.5612; number 5, C, carries -0.5075; number 6, N, carries -0.0152; number 7, C, carries -0.1962; number 8, C, carries -0.4801

---

Record 5
Formula: C3H10N3O
Source: the Open Molecules 2025 dataset
Level of theory: the ωB97M-V functional and the def2-TZVPD basis

The structure (SMILES) is C[C@@]1([NH3+])OC1(N)N. For the HOMO-LUMO gap, the calculation gives 11.1 eV. The value obtained for the total energy is -9782.6451 eV.

Geometry as ORCA input:
```
! wB97M-V def2-TZVPD RIJCOSX def2/J DEFGRID3
* xyz 1 1
C 0.58 0.05 0.03
C -0.92 0.06 -0.03
C 1.54 1.30 -0.13
N 1.13 -1.40 0.06
N -1.70 1.13 -0.33
N -1.43 -1.26 -0.32
O -0.19 0.08 1.23
H 2.53 1.18 0.44
H 1.05 2.17 0.20
H 1.67 1.45 -1.31
H 1.63 -1.57 -0.74
H 1.78 -1.31 0.77
H -1.32 1.92 0.03
H -2.65 1.12 0.11
H -1.56 -1.60 0.62
H 0.26 -2.02 0.08
H -2.38 -1.30 -0.70
*
```

Here are the Mulliken charges for atoms 1 to 8, given in e: number 1, C, carries 0.0709; number 2, C, carries 0.7070; number 3, C, carries -1.1802; number 4, N, carries -0.0735; number 5, N, carries -0.5565; number 6, N, carries -0.7366; number 7, O, carries -0.5127; number 8, H, carries 0.3431

---

Record 6
Formula: C3H6FNO
Source: the Open Molecules 2025 dataset
Level of theory: the ωB97M-V functional and the def2-TZVPD basis

The structure (SMILES) is C[C@H](F)C(N)=O. For the HOMO-LUMO gap, the calculation gives 10.2 eV. The value obtained for the total energy is -9462.3226 eV.

Geometry as ORCA input:
```
! wB97M-V def2-TZVPD RIJCOSX def2/J DEFGRID3
* xyz 0 1
C 1.37 0.00 -0.18
C -1.10 0.86 0.29
C -0.46 -0.19 -0.50
N 1.85 -1.20 0.08
O 1.87 1.08 -0.09
F -0.70 -1.41 0.14
H -0.62 1.80 -0.06
H -0.95 0.88 1.27
H -2.23 0.78 0.11
H -0.76 -0.43 -1.51
H 1.57 -2.15 -0.06
H 2.88 -1.20 0.22
*
```

Here are the Mulliken charges for atoms 1 to 8, given in e: number 1, C, carries 0.4279; number 2, C, carries -1.1807; number 3, C, carries 0.2049; number 4, N, carries -0.3464; number 5, O, carries -0.5496; number 6, F, carries -0.3276; number 7, H, carries 0.3158; number 8, H, carries 0.3883

---

Record 7
Formula: C12H27N5O4
Source: the Open Molecules 2025 dataset
Level of theory: the ωB97M-V functional and the def2-TZVPD basis

The structure (SMILES) is [H]/N=C(/N)NCCC[C@H](N)C(=O)O.CC(C)C[C@H](N)C(=O)O. For the HOMO-LUMO gap, the calculation gives 9.2 eV. The value obtained for the total energy is -28522.3855 eV.

Geometry as ORCA input:
```
! wB97M-V def2-TZVPD RIJCOSX def2/J DEFGRID3
* xyz 0 1
C -3.23 -2.18 -0.42
C -1.79 -2.76 -0.07
C -3.93 -1.51 0.77
C -3.26 -0.27 1.37
C -2.96 0.76 0.36
C -2.23 3.09 0.54
C 4.47 -0.46 0.17
C 4.47 -1.26 1.47
C 3.02 0.05 -0.02
C 2.83 0.75 -1.38
C 3.57 2.11 -1.56
C 1.32 0.98 -1.50
H -4.90 -3.41 -0.13
H -4.56 -3.15 -1.63
H -3.12 -1.44 -1.16
H -4.92 -1.15 0.43
H -4.13 -2.19 1.53
H -2.31 -0.52 1.88
H -3.87 0.18 2.14
H -3.84 1.14 0.04
H -2.44 0.33 -0.55
H -1.45 1.57 1.64
H -2.92 2.68 -1.18
H -1.92 4.05 2.30
H -1.63 4.95 0.94
H -2.55 -4.31 -0.67
H 5.75 -1.66 -0.84
H 4.28 -1.92 -1.27
H 5.11 0.39 0.20
H 2.34 -0.82 -0.03
H 2.72 0.71 0.75
H 3.18 0.07 -2.19
H 3.69 2.52 -0.62
H 4.46 1.99 -2.00
H 3.06 2.73 -2.13
H 1.04 1.84 -0.89
H 0.74 0.14 -1.17
H 1.02 1.21 -2.52
H 4.36 -0.91 3.37
N -4.17 -3.27 -0.79
N -2.19 1.81 0.96
N -2.73 3.45 -0.60
N -1.66 4.03 1.38
N 4.92 -1.23 -1.04
O -0.84 -2.16 0.40
O -1.70 -4.08 -0.30
O 4.69 -2.44 1.56
O 4.18 -0.46 2.50
*
```

Here are the Mulliken charges for atoms 1 to 8, given in e: number 1, C, carries 0.5300; number 2, C, carries 0.2912; number 3, C, carries -1.3405; number 4, C, carries -0.8294; number 5, C, carries -0.7012; number 6, C, carries 0.5959; number 7, C, carries 0.3620; number 8, C, carries 0.2088

---

Record 8
Formula: C3HBiO2
Source: the Open Molecules 2025 dataset
Level of theory: the ωB97M-V functional and the def2-TZVPD basis

For the HOMO-LUMO gap (spin up / spin down), the calculation gives 6.7 / 6.7 eV. The value obtained for the total energy is -13034.0334 eV.

Geometry as ORCA input:
```
! wB97M-V def2-TZVPD RIJCOSX def2/J DEFGRID3
* xyz 2 1
H 0.52 -1.88 -0.58
C -0.55 -1.02 0.19
C 0.56 -0.61 -0.40
O -1.64 -0.45 0.34
Bi 2.13 0.46 0.45
O 0.08 1.66 -0.09
C -1.09 1.85 0.09
*
```

So, what does the Mulliken scheme give us? The charges, in e, come out as: number 1, H, carries 0.4125; number 2, C, carries 0.7068; number 3, C, carries -0.6639; number 4, O, carries -0.2331; number 5, Bi, carries 1.6770; number 6, O, carries -0.2684; number 7, C, carries 0.3692